[1]
The following is a DFT calculation (ωB97M-V/def2-TZVPD) of one molecule with the formula C20H22N2O2 in a non-equilibrium geometry.

Each line ends with the Löwdin charge.
Element x y z (Å)
C  2.74  6.65  -0.25  0.13
C  3.09  5.53  0.01  -0.12
C  3.47  4.17  0.33  -0.15
N  2.35  3.26  0.18  -0.05
C  1.20  3.46  1.05  -0.15
C  1.24  2.53  2.23  -0.15
C  0.25  1.74  2.57  0.01
C  2.47  2.20  -0.65  -0.42
O  3.48  1.99  -1.30  0.08
C  1.28  1.29  -0.72  -0.15
C  0.17  1.67  -1.49  -0.03
C  -0.94  0.86  -1.61  0.01
C  -0.91  -0.36  -0.95  -0.21
N  -1.84  -1.38  -0.86  0.21
C  -1.28  -2.28  -0.12  -0.30
C  -1.87  -3.58  0.27  -0.24
C  -3.19  -3.36  1.01  -0.16
C  -3.83  -4.69  1.38  -0.20
C  -4.08  -5.53  0.13  -0.21
C  -2.76  -5.76  -0.62  -0.20
C  -2.12  -4.43  -0.99  -0.15
O  -0.03  -1.97  0.32  0.14
C  0.22  -0.74  -0.20  -0.18
C  1.33  0.07  -0.08  0.06
H  2.45  7.63  -0.48  0.02
H  4.25  3.83  -0.36  0.13
H  3.86  4.13  1.36  0.14
H  0.28  3.31  0.49  0.12
H  1.24  4.50  1.39  0.12
H  2.16  2.55  2.81  0.10
H  0.30  1.09  3.43  0.06
H  -0.67  1.70  2.01  0.07
H  0.19  2.63  -1.99  0.12
H  -1.80  1.15  -2.20  0.11
H  -1.16  -4.10  0.92  0.16
H  -3.86  -2.79  0.37  0.12
H  -3.01  -2.77  1.92  0.12
H  -4.78  -4.52  1.90  0.11
H  -3.17  -5.24  2.06  0.11
H  -4.52  -6.49  0.40  0.11
H  -4.78  -5.01  -0.53  0.12
H  -2.95  -6.34  -1.52  0.11
H  -2.08  -6.33  0.02  0.11
H  -2.78  -3.87  -1.66  0.12
H  -1.18  -4.60  -1.51  0.12
H  2.20  -0.23  0.49  0.14

The HOMO-LUMO gap comes out at 9.5 eV. For the energy, the calculation gives -28170.67372 eV. For the LUMO energy, the calculation gives 0.79 eV.



[2]
The following is a DFT calculation (ωB97M-V/def2-TZVPD) of a 6-piece molecular cluster, C5H23N2O6 overall in a non-equilibrium geometry.

Each line ends with the Löwdin charge.
Element x y z (Å)
C  -0.19  2.88  0.00  -0.29
O  0.67  2.94  1.15  -0.12
C  0.29  2.12  -1.21  -0.25
C  1.34  1.07  -1.02  -0.28
C  0.97  -0.37  -0.77  -0.13
N  1.97  -1.00  2.00  0.16
C  0.58  -1.10  1.60  -0.04
N  0.05  -0.56  0.47  0.08
H  -0.25  4.03  -0.22  0.15
H  -1.17  2.33  0.46  0.15
H  1.32  3.59  0.79  0.10
H  0.57  2.86  -2.12  0.15
H  -0.40  1.39  -1.90  0.16
H  1.97  1.23  -2.01  0.16
H  2.16  1.47  -0.26  0.13
H  1.97  -0.88  -0.44  0.11
H  0.65  -0.92  -1.66  0.13
H  2.13  -1.41  2.92  0.08
H  2.56  -0.27  1.67  0.07
H  -0.15  -1.78  2.36  0.20
H  -0.95  -0.51  0.40  0.10
H  0.37  -3.90  3.68  0.09
H  0.90  -3.14  4.89  0.04
O  0.85  -3.07  3.94  -0.07
H  -2.80  -1.24  -4.86  0.10
H  -1.74  -0.42  -5.57  -0.01
O  -1.87  -0.81  -4.73  -0.09
H  -3.08  -1.91  -1.19  0.09
H  -3.78  -1.08  -0.06  0.02
O  -2.88  -1.33  -0.37  -0.10
H  -5.80  0.84  0.43  0.06
H  -4.36  0.81  0.77  0.05
O  -5.16  0.25  0.86  -0.06
H  4.68  -1.52  -0.07  0.12
H  4.54  0.13  0.00  0.05
O  4.06  -0.71  0.05  -0.10

The HOMO-LUMO gap comes out at 10.2 eV. For the energy, the calculation gives -20814.50866 eV. As for the net charge: +1. For the LUMO energy, the calculation gives -2.87 eV.